{"formula": "C47H57BCl4N10O2S5Sr", "method": "ωB97M-V with the def2-TZVPD basis set", "homo_ha": -0.2671, "spin_multiplicity": 1, "lumo_energy_ev": 0.51, "relative_energy_ev": 0.000, "homo_lumo_gap_ev": 7.77, "elements": ["Sr", "C", "C", "C", "C", "N", "C", "C", "N", "B", "N", "C", "C", "N", "C", "S", "C", "C", "C", "C", "N", "C", "C", "N", "C", "S", "C", "C", "C", "C", "C", "S", "H", "H", "H", "H", "H", "H", "H", "H", "H", "H", "H", "H", "H", "H", "H", "H", "H", "H", "H", "H", "H", "H", "H", "H", "H", "H", "H", "H", "H", "H", "H", "H", "H", "H", "Cl", "C", "Cl", "H", "H", "S", "C", "N", "C", "C", "C", "C", "C", "C", "H", "H", "H", "H", "H", "C", "N", "C", "C", "N", "C", "S", "H", "H", "H", "H", "H", "H", "Cl", "C", "C", "C", "C", "C", "Cl", "C", "N", "C", "C", "C", "C", "C", "C", "C", "C", "O", "O", "H", "H", "H", "H", "H", "H", "H", "H", "H", "H"], "positions_angstrom": [[-0.0181, -0.2265, 0.2494], [-3.9420, 3.4362, 1.9953], [-2.4993, 3.3210, 2.4812], [-2.3238, 4.2077, 3.7135], [-2.1533, 1.8831, 2.8792], [-1.5653, 3.7868, 1.4027], [-0.7533, 4.9169, 1.4964], [-0.0619, 4.9991, 0.3531], [-0.4253, 3.9316, -0.4484], [0.3108, 3.7314, -1.8033], [-0.6348, 3.0488, -2.8435], [-1.6470, 3.8386, -3.3569], [-2.4304, 3.0672, -4.1163], [-1.8959, 1.7800, -4.0812], [-0.7772, 1.7796, -3.2984], [0.2246, 0.4260, -2.9391], [-2.6350, 0.6747, -4.7782], [-2.7368, 1.0315, -6.2640], [-4.0243, 0.5869, -4.1379], [-1.9680, -0.6918, -4.6651], [1.6869, 3.0069, -1.6894], [2.4946, 3.0151, -2.8119], [3.6218, 2.3578, -2.5191], [3.5230, 1.9428, -1.1907], [2.3327, 2.3664, -0.6790], [1.7276, 2.1044, 0.9126], [4.5975, 1.0763, -0.5866], [5.9633, 1.6898, -0.9221], [4.4840, 0.9724, 0.9312], [4.4635, -0.3187, -1.1927], [-1.3813, 3.2067, 0.1850], [-2.1962, 1.8090, -0.4071], [-4.6159, 3.1066, 2.7913], [-4.1084, 2.8172, 1.1143], [-4.1763, 4.4758, 1.7498], [-2.9997, 3.8387, 4.4858], [-2.5859, 5.2485, 3.5134], [-1.3055, 4.1597, 4.1071], [-2.7100, 1.6236, 3.7843], [-1.0845, 1.7829, 3.0878], [-2.4170, 1.1791, 2.0915], [-0.7069, 5.5394, 2.3672], [0.7039, 5.6943, 0.0532], [0.5412, 4.8474, -2.2257], [-1.7296, 4.8835, -3.1060], [-3.3251, 3.3147, -4.6569], [-3.3435, 1.9200, -6.4411], [-3.1953, 0.2003, -6.8042], [-1.7409, 1.2062, -6.6771], [-4.6059, 1.4979, -4.2857], [-3.9287, 0.4220, -3.0624], [-4.5778, -0.2460, -4.5784], [-0.9742, -0.7078, -5.1114], [-2.6077, -1.3934, -5.2062], [-1.8708, -1.0232, -3.6332], [2.1739, 3.4697, -3.7359], [4.4631, 2.1208, -3.1427], [5.9905, 2.7448, -0.6419], [6.2243, 1.6020, -1.9772], [6.7300, 1.1622, -0.3543], [4.4784, 1.9509, 1.4123], [5.3589, 0.4147, 1.2724], [3.5837, 0.4350, 1.2287], [4.5004, -0.2953, -2.2846], [3.5148, -0.7717, -0.8980], [5.2781, -0.9565, -0.8360], [-0.9489, -2.9682, -1.7175], [-0.0757, -4.1763, -0.7377], [-0.1229, -3.7830, 0.9844], [0.9501, -4.1699, -1.0774], [-0.5507, -5.1361, -0.8837], [-4.1878, -1.9865, 2.9069], [-2.6005, -1.5978, 2.3318], [-2.4991, -1.3578, 1.0689], [-3.7466, -1.4530, 0.4511], [-3.9940, -1.2083, -0.9009], [-5.2820, -1.3386, -1.3743], [-6.3318, -1.7059, -0.5193], [-6.1051, -1.9367, 0.8226], [-4.7993, -1.8024, 1.2983], [-1.7558, -1.5487, 3.0124], [-3.1754, -0.9138, -1.5489], [-5.4896, -1.1491, -2.4209], [-7.3357, -1.8014, -0.9150], [-6.9167, -2.2107, 1.4855], [1.9439, -4.9510, -5.2707], [1.8574, -3.5070, -5.3949], [1.3915, -2.8292, -6.5196], [1.3800, -1.5230, -6.2155], [1.8621, -1.4155, -4.9225], [2.1307, -2.6302, -4.3859], [2.6958, -2.9575, -2.8317], [2.3266, -5.3716, -6.1983], [0.9659, -5.3787, -5.0516], [2.6222, -5.1812, -4.4549], [1.1250, -3.3414, -7.4287], [1.1010, -0.6665, -6.8051], [1.7600, -0.5961, -4.3331], [0.3707, -4.0076, 4.8532], [-0.1158, -2.5803, 5.7171], [-1.4772, -2.3869, 5.8767], [-1.9685, -1.2911, 6.5619], [-1.0692, -0.3877, 7.1033], [0.2872, -0.5983, 6.9531], [1.3755, 0.5687, 7.6591], [0.8295, -1.7017, 6.2646], [2.1976, -1.8852, 6.2293], [2.9771, -2.4857, 5.1822], [3.7396, -3.6008, 5.5082], [4.5486, -4.2022, 4.5602], [4.5915, -3.6829, 3.2719], [3.8466, -2.5591, 2.9528], [3.0337, -1.9343, 3.9011], [2.2865, -0.6654, 3.5446], [1.3654, -0.8003, 2.3496], [0.1398, -0.4620, 2.5048], [1.8296, -1.1801, 1.2378], [-2.1497, -3.1337, 5.4708], [-3.0352, -1.1489, 6.6805], [-1.4085, 0.4844, 7.6450], [2.7070, -1.2407, 6.8078], [3.6679, -3.9989, 6.5137], [5.1322, -5.0762, 4.8214], [5.2118, -4.1487, 2.5156], [3.8810, -2.1481, 1.9511], [3.0126, 0.1055, 3.2651], [1.7056, -0.2805, 4.3748]], "forces_ev_per_a": [[-1.5147, 0.5761, -2.5173], [-0.0638, 0.0309, -0.0479], [0.1259, -0.0268, -0.0580], [0.0589, 0.0306, -0.0162], [0.0519, 0.0094, 0.0187], [-0.2706, 0.1795, 0.2347], [-0.1742, -0.3267, 0.1222], [0.0944, -0.3069, -0.1908], [-0.1218, 0.1721, -0.3293], [-0.0233, -0.1220, 0.1958], [0.3319, 0.1128, -0.1064], [0.1982, -0.0587, 0.2214], [-0.0068, -0.3585, -0.0118], [-0.2376, -0.1313, -0.3386], [-0.3319, 0.2514, 0.1644], [0.1250, 0.4346, 0.4979], [0.0996, 0.0763, 0.1111], [0.0359, 0.0221, -0.0024], [0.0349, 0.0193, 0.0388], [-0.0690, -0.0809, -0.0711], [-0.0522, 0.3041, 0.1064], [-0.2633, 0.0158, 0.0992], [0.0365, -0.2839, 0.3109], [0.4845, -0.0252, -0.0295], [-0.2463, -0.2586, -0.3648], [-0.3738, 0.4675, -0.3039], [-0.1271, 0.1110, 0.0308], [-0.1014, 0.0740, -0.0309], [0.1082, -0.1368, 0.0646], [-0.0449, 0.0341, -0.0105], [0.4506, 0.0175, 0.1339], [0.0560, 0.2750, -0.0440], [0.0451, 0.0262, -0.0515], [0.0032, 0.0388, 0.0632], [-0.0086, -0.0493, 0.0174], [0.0285, 0.0214, -0.0269], [0.0116, -0.0249, -0.0020], [-0.0521, -0.0042, -0.0259], [0.0287, -0.0010, -0.0368], [-0.0783, 0.0045, 0.0149], [0.0026, 0.0899, 0.1053], [-0.0661, -0.0119, 0.0264], [-0.0847, -0.0366, -0.0303], [-0.0482, -0.1173, -0.0097], [0.0664, -0.0926, -0.0259], [0.0435, -0.0630, -0.0287], [0.0225, 0.0096, 0.0260], [0.0099, 0.0541, 0.0299], [-0.0385, -0.0241, -0.0020], [0.0156, -0.0233, -0.0090], [-0.0062, 0.0686, -0.1254], [0.0315, 0.0450, 0.0007], [-0.1369, -0.0176, 0.0352], [0.0033, -0.0124, -0.0027], [-0.0628, 0.0152, -0.1183], [0.0155, -0.0079, 0.1180], [0.0367, 0.0039, 0.0766], [0.0173, -0.0328, 0.0126], [-0.0555, 0.0048, -0.0161], [-0.0183, 0.0062, -0.0247], [0.0467, -0.0542, -0.0271], [0.0428, -0.0118, 0.0126], [0.3233, 0.0570, -0.1232], [0.0111, -0.0036, 0.0682], [0.0760, 0.0130, -0.0235], [-0.0772, 0.0447, -0.0213], [0.0803, -0.0727, 0.1056], [-0.1072, 0.1233, 0.0259], [0.0070, -0.0847, -0.0189], [0.1452, 0.0386, -0.0583], [-0.0686, -0.0466, -0.0328], [0.0806, -0.0142, 0.1357], [-0.0990, -0.0704, -0.0262], [-0.0947, 0.1746, -0.0503], [0.2618, 0.0571, -0.0599], [0.0225, -0.0328, -0.0217], [-0.0020, -0.0112, 0.0024], [0.0290, 0.0038, 0.0451], [0.0304, 0.0022, -0.0088], [-0.0737, -0.0084, 0.0265], [-0.0703, -0.0081, -0.0759], [-0.0346, -0.0234, 0.0513], [-0.0062, -0.0295, 0.0852], [0.0442, 0.0018, 0.0155], [0.0429, 0.0158, -0.0251], [0.0414, 0.1665, -0.0574], [-0.0256, -0.2722, -0.0378], [0.0583, -0.3134, 0.1316], [0.1606, 0.1404, 0.2179], [-0.0596, 0.1085, 0.0316], [-0.0833, -0.0326, -0.3186], [-0.1305, -0.0413, -0.2129], [-0.0010, -0.0059, -0.0162], [-0.0293, 0.0012, 0.0122], [0.0311, 0.0112, 0.0396], [0.0301, -0.0047, 0.0834], [0.0193, -0.0364, 0.0769], [0.0267, 0.1404, -0.0287], [0.0498, -0.0002, -0.0084], [-0.0235, -0.0702, -0.0188], [-0.1344, -0.0401, -0.0996], [-0.0100, 0.0174, 0.0101], [0.0148, 0.0059, -0.0030], [-0.0011, 0.0113, -0.0152], [0.0180, -0.0483, -0.0268], [0.1297, 0.0571, -0.0118], [-0.0982, -0.1609, -0.0446], [-0.1181, 0.1446, 0.0419], [0.0285, -0.0708, 0.0043], [-0.0298, 0.0143, -0.0100], [-0.0302, 0.0229, 0.0365], [-0.0019, -0.0056, -0.0229], [0.0120, 0.0965, -0.0311], [0.1779, -0.1071, -0.0624], [-0.2608, -0.1835, 0.4051], [0.9658, -0.4159, 1.0134], [0.5650, -0.3439, 0.9238], [0.0325, 0.0586, -0.0331], [0.0615, -0.0026, -0.0029], [0.0146, -0.0035, -0.0009], [0.0328, 0.1176, 0.0310], [-0.0046, 0.0217, -0.0495], [-0.0065, 0.0207, -0.0051], [-0.0173, 0.0166, 0.0245], [-0.0006, -0.0181, 0.0575], [0.0045, -0.0117, 0.0345], [-0.0140, -0.0116, 0.0733]], "mulliken_charge": [1.43, -1.72, 1.71, -2.35, -1.32, 0.42, -0.13, -1.43, -0.29, 0.68, 0.36, -1.53, -0.26, 0.49, -0.38, 0.08, 1.90, -1.95, -1.63, -2.32, 0.30, -1.57, -0.24, 0.36, 0.01, -0.24, 1.67, -1.92, -2.06, -1.35, -0.24, 0.12, 0.44, 0.21, 0.43, 0.45, 0.55, 0.47, 0.59, 0.21, -0.01, 0.53, 0.58, -0.23, 0.60, 0.52, 0.40, 0.48, 0.38, 0.41, 0.16, 0.59, 0.26, 0.77, 0.19, 0.60, 0.53, 0.43, 0.44, 0.45, 0.43, 0.63, -0.06, 0.36, 0.07, 0.48, 0.03, -0.57, 0.02, 0.12, 0.44, -0.34, -0.80, 0.82, -1.08, 0.22, -0.61, -0.73, -0.62, 0.93, 0.56, 0.35, 0.42, 0.40, 0.41, -0.97, 0.20, -0.24, -0.85, 0.37, 0.13, -0.42, 0.34, 0.29, 0.35, 0.47, 0.50, -0.22, -0.19, 1.09, -0.88, -0.44, -0.82, 0.88, -0.27, -0.88, 0.02, -0.48, -0.57, -0.58, -0.97, -0.45, 0.86, -0.58, 0.78, 0.16, -0.49, 0.53, 0.43, 0.44, 0.28, 0.47, 0.37, 0.45, 0.42, 0.51, 0.09]}